# 1
97
Properties=species:S:1:pos:R:3:mulliken_spin:R:1 method="wB97M-V/def2-TZVPD" spin_multiplicity=4 molar_mass_g_mol=909.51 total_energy_ev=-153332.56487 total_charge=+3 orbital_gap_ha="0.20527 / 0.14199" fmax_ev_per_a=1.9
C -1.53 -4.92 -0.63 0.0032
C -2.84 -5.38 -0.06 -0.0010
N -3.78 -4.25 -0.10 -0.0003
C -3.77 -3.24 0.83 0.0021
C -4.52 -2.25 0.32 -0.0017
N -5.08 -2.68 -0.85 0.0006
C -4.59 -3.91 -1.08 0.0008
C -5.86 -1.91 -1.82 -0.0001
H -0.82 -5.75 -0.63 0.0000
H -1.06 -4.15 -0.01 -0.0040
H -1.54 -4.60 -1.68 -0.0001
H -2.72 -5.62 0.99 0.0000
H -3.31 -6.26 -0.51 0.0000
H -3.14 -3.30 1.70 0.0007
H -4.76 -1.28 0.72 0.0003
H -4.67 -4.41 -2.03 0.0000
H -6.19 -1.01 -1.29 0.0001
H -6.75 -2.45 -2.11 0.0000
H -5.21 -1.54 -2.61 -0.0001
Cu -3.40 1.91 -3.59 -0.0023
Pd 1.60 -2.02 1.51 1.6358
C -1.91 -0.08 0.01 0.2011
C -0.67 -0.66 0.32 -0.0757
C 0.53 -0.41 -0.61 0.1579
O 1.65 -0.81 -0.27 0.2379
C 0.33 0.37 -1.80 0.2013
C -0.94 0.94 -2.10 0.2175
C -2.09 0.69 -1.16 -0.0202
O -3.15 1.29 -1.33 0.0156
O -1.05 1.68 -3.06 0.1642
O -0.48 -1.54 1.20 0.1360
H -2.69 -0.21 0.75 0.0223
H 1.18 0.45 -2.46 0.0089
Cl 1.94 5.19 -5.03 0.0000
C 1.92 3.46 -4.63 -0.0016
C 3.19 3.08 -3.88 0.0010
Cl 4.60 2.99 -4.92 0.0001
H 1.82 2.90 -5.56 0.0000
H 1.05 3.31 -4.00 0.0011
H 2.98 2.12 -3.41 -0.0032
H 3.38 3.81 -3.09 -0.0004
Cl 1.26 5.65 -1.82 -0.0002
C 1.68 4.78 -0.33 -0.0012
C 0.53 3.91 0.11 -0.0045
Cl -0.96 4.80 0.54 0.0013
H 2.03 5.47 0.43 0.0001
H 2.45 4.06 -0.61 0.0012
H 0.80 3.29 0.97 -0.0029
H 0.18 3.28 -0.71 0.0137
C 1.89 -4.06 -1.09 -0.0021
O 1.63 -3.65 0.06 0.0495
N 2.55 -5.17 -1.35 0.0048
C 2.46 -5.77 -2.69 0.0006
C 3.23 -5.92 -0.33 -0.0008
H 1.63 -3.50 -2.00 0.0019
H 1.61 -5.37 -3.24 0.0000
H 2.30 -6.83 -2.55 -0.0001
H 3.41 -5.64 -3.21 0.0004
H 4.31 -5.74 -0.39 0.0002
H 3.00 -5.60 0.68 0.0003
H 3.11 -7.00 -0.41 0.0002
C 3.96 1.53 0.00 -0.0055
O 3.28 2.10 0.85 -0.0019
N 5.27 1.70 -0.17 0.0002
C 5.99 1.26 -1.36 0.0001
C 6.07 2.38 0.83 0.0001
H 3.57 0.89 -0.81 0.0019
H 5.47 0.42 -1.84 0.0000
H 6.95 0.83 -1.07 0.0000
H 6.14 2.09 -2.04 0.0000
H 5.55 2.45 1.78 0.0000
H 7.07 1.97 0.94 0.0000
H 6.22 3.41 0.50 0.0000
C 2.02 0.79 3.32 -0.0051
O 1.76 -0.16 2.55 0.0480
N 1.13 1.49 3.97 0.0015
C 1.54 2.68 4.70 0.0007
C -0.30 1.27 3.85 -0.0029
H 3.02 1.21 3.37 0.0013
H 1.29 3.60 4.17 0.0000
H 2.62 2.77 4.82 -0.0002
H 1.14 2.65 5.71 -0.0001
H -0.53 0.57 3.05 0.0019
H -0.71 0.95 4.81 0.0001
H -0.78 2.22 3.60 -0.0002
C -4.94 1.17 1.76 0.0004
O -5.70 0.29 2.13 0.0000
N -4.50 2.20 2.49 -0.0004
C -3.78 3.27 1.82 -0.0021
C -4.91 2.32 3.89 0.0000
H -4.66 1.28 0.69 0.0000
H -4.50 3.85 1.22 0.0001
H -2.99 2.89 1.17 0.0018
H -3.43 4.02 2.52 0.0001
H -4.19 2.92 4.43 0.0000
H -5.86 2.86 3.95 0.0000
H -5.00 1.33 4.32 0.0000

***

# 2
124
Properties=species:S:1:pos:R:3:lowdin_charge:R:1 method="wB97M-V/def2-TZVPD" molar_mass_g_mol=1318.60 total_energy_ev=-221971.30301 total_charge=-1 orbital_gap_ha=0.27218 fmax_ev_per_a=9.4
C -6.21 2.28 -1.45 -0.1066
C -4.79 2.00 -0.62 -0.2551
O -3.69 2.83 -1.13 -0.2798
C -3.34 2.48 -2.53 -0.2941
C -1.82 2.74 -2.99 -0.3615
P -0.41 1.68 -2.32 0.1832
Cl -1.74 0.26 -1.45 0.4620
C 0.78 2.94 -3.19 -0.2178
C 1.23 4.22 -2.32 -0.2358
O 0.57 5.41 -2.35 -0.0649
F 2.48 4.23 -1.48 -0.0603
C -0.24 0.65 -3.97 -0.3799
S -1.59 -0.57 -4.29 0.7444
O -1.59 -0.79 -5.86 -0.5041
O -1.32 -2.02 -3.73 -0.4653
O 1.01 0.98 -1.64 -0.3376
C 0.89 -0.34 -1.08 -0.3669
O 1.01 -1.43 -1.89 -0.0760
C 0.77 -0.78 0.52 -0.0677
C 1.50 -0.08 1.79 -0.0047
C 1.19 -0.67 3.32 -0.0452
C 0.18 -1.95 3.55 -0.0498
C -0.55 -2.72 2.28 -0.0592
C -0.22 -2.10 0.79 -0.0192
P -0.51 2.87 -0.46 0.6856
O 0.77 2.74 0.46 -0.5324
H -7.16 2.16 -0.76 0.0822
H -6.24 1.47 -2.30 0.0690
H -6.22 3.38 -1.88 0.0869
H -4.53 0.86 -0.51 0.1186
H -5.01 2.38 0.49 0.1103
H -3.83 1.45 -2.88 0.0966
H -3.99 3.27 -3.16 0.1313
H -1.79 2.64 -4.18 0.1089
H -1.60 3.91 -2.81 0.1016
H 0.29 3.36 -4.20 0.1162
H 1.73 2.31 -3.56 0.1258
H 0.81 0.08 -4.00 0.1245
H -0.19 1.37 -4.93 0.0968
H -2.90 -0.16 -4.00 0.0621
H 2.19 0.85 1.62 0.0887
H 1.73 -0.09 4.21 0.0878
H -0.04 -2.34 4.63 0.0244
H -1.25 -3.65 2.41 0.0743
H -0.74 -2.64 -0.14 0.0985
H -0.99 4.22 -0.66 0.0017
H -1.58 2.22 0.31 -0.0013
C -4.34 6.39 0.15 -0.1680
C -5.34 7.35 0.80 -0.1763
O -6.27 6.52 1.49 -0.1989
S -5.49 5.18 2.01 0.6790
O -5.13 5.38 3.40 -0.2356
O -6.22 4.02 1.55 -0.2499
O -4.15 5.34 1.10 -0.1927
H -4.76 5.95 -0.76 0.1298
H -3.39 6.88 -0.08 0.1412
H -5.85 7.98 0.07 0.1356
H -4.84 7.99 1.54 0.1321
C -0.22 -4.48 -7.62 -0.1694
C -1.36 -3.46 -7.72 -0.1702
O -1.35 -3.03 -9.08 -0.1912
S -0.87 -4.27 -10.03 0.6727
O -2.05 -4.91 -10.56 -0.2505
O 0.22 -3.81 -10.86 -0.2476
O -0.26 -5.21 -8.84 -0.2054
H 0.75 -3.98 -7.56 0.1332
H -0.35 -5.15 -6.77 0.1365
H -1.21 -2.61 -7.05 0.0996
H -2.32 -3.92 -7.52 0.1357
C 2.18 9.08 -3.47 -0.1987
C 2.14 8.71 -1.99 -0.1806
O 1.38 9.74 -1.36 -0.1920
S 0.25 10.28 -2.42 0.6746
O -1.00 9.61 -2.12 -0.2500
O 0.38 11.72 -2.52 -0.2493
O 0.89 9.61 -3.76 -0.1923
H 2.92 9.86 -3.66 0.1265
H 2.39 8.21 -4.10 0.1313
H 3.14 8.64 -1.55 0.1159
H 1.61 7.76 -1.83 0.1191
C 6.56 6.04 -1.46 -0.1673
C 6.35 5.16 -2.68 -0.1697
O 5.50 5.92 -3.54 -0.1859
S 5.83 7.50 -3.35 0.7078
O 6.74 7.91 -4.39 -0.2288
O 4.59 8.19 -3.07 -0.2490
O 6.68 7.37 -1.96 -0.1902
H 5.70 6.01 -0.79 0.1363
H 7.46 5.76 -0.90 0.1371
H 5.88 4.20 -2.43 0.1412
H 7.29 4.97 -3.20 0.1320
C -1.22 -3.87 9.20 -0.1692
C -0.74 -4.99 8.29 -0.1876
O -0.67 -4.41 6.99 -0.1880
S -0.28 -2.84 7.13 0.6650
O 1.15 -2.70 6.92 -0.2317
O -1.25 -2.06 6.40 -0.2435
O -0.57 -2.69 8.72 -0.1909
H -2.30 -3.72 9.11 0.1290
H -0.96 -4.05 10.25 0.1354
H -1.41 -5.85 8.29 0.1412
H 0.27 -5.32 8.57 0.0677
C 1.82 -9.71 8.34 -0.1672
C 1.24 -9.43 6.96 -0.1741
O 1.06 -8.02 6.91 -0.1871
S 2.22 -7.30 7.80 0.7080
O 3.28 -6.88 6.91 -0.2170
O 1.58 -6.41 8.74 -0.2537
O 2.72 -8.63 8.60 -0.1883
H 1.04 -9.69 9.11 0.1300
H 2.35 -10.66 8.38 0.1385
H 0.29 -9.95 6.80 0.1428
H 1.95 -9.71 6.17 0.0957
C 3.03 -9.82 1.19 -0.1700
C 2.03 -8.86 1.84 -0.1669
O 1.10 -9.70 2.52 -0.1905
S 1.88 -11.03 3.04 0.6910
O 2.24 -10.84 4.43 -0.2529
O 1.15 -12.19 2.58 -0.2300
O 3.22 -10.87 2.13 -0.1921
H 2.61 -10.26 0.27 0.1338
H 3.98 -9.34 0.96 0.1392
H 1.52 -8.23 1.10 0.1426
H 2.53 -8.23 2.58 0.1365

***

# 3
91
Properties=species:S:1:pos:R:3:lowdin_charge:R:1 method="wB97M-V/def2-TZVPD" molar_mass_g_mol=649.73 total_energy_ev=-76537.28628 total_charge=-1 orbital_gap_ha=0.25109 fmax_ev_per_a=2.6
C -2.64 2.23 -1.16 -0.0847
C -1.36 2.40 -1.99 -0.2740
O -0.40 1.38 -1.86 -0.1311
C -0.16 0.98 -0.53 -0.1668
C 1.24 0.36 -0.37 -0.3596
C 2.35 1.44 -0.37 -0.5599
F 2.71 1.75 -1.61 0.1575
F 3.44 1.07 0.29 0.1502
F 1.96 2.61 0.19 0.1200
O 1.62 -0.51 -1.38 -0.2738
P 1.40 -2.23 -0.96 0.4937
S -0.55 -2.07 -2.16 0.4631
C 2.53 -2.58 -2.49 -0.3659
C 4.01 -2.52 -2.12 -0.1837
C 1.05 -4.08 -0.71 -0.3247
C 0.57 -4.51 0.70 -0.4370
C 0.24 -6.02 0.62 -0.1094
C 1.73 -4.35 1.73 -0.0636
O 0.63 -1.72 0.51 -0.2995
C 1.21 -0.53 0.93 -0.3151
C 0.47 0.13 2.11 -0.0689
C 0.92 -0.42 3.44 -0.1716
C 1.94 0.23 4.18 -0.0354
C 2.38 -0.27 5.39 -0.1031
C 1.81 -1.44 5.90 -0.1047
C 0.79 -2.10 5.21 -0.0515
C 0.36 -1.57 3.99 -0.2294
C -0.76 -2.29 3.26 -0.0435
H -3.21 1.35 -1.44 0.0794
H -2.48 2.26 -0.08 0.0633
H -3.27 3.10 -1.39 0.0703
H -0.94 3.40 -1.81 0.1149
H -1.66 2.38 -3.04 0.1142
H -0.23 1.85 0.13 0.1223
H -0.91 0.23 -0.25 0.1169
H 2.61 -2.26 -0.18 0.0456
H -0.07 -1.97 -3.41 -0.2155
H 2.31 -1.80 -3.23 0.0537
H 2.31 -3.54 -2.97 0.0633
H 4.66 -2.77 -2.97 0.0541
H 4.27 -1.52 -1.77 0.0595
H 4.24 -3.21 -1.30 0.0514
H 0.29 -4.41 -1.41 0.0246
H 1.95 -4.68 -0.92 0.0864
H -0.33 -4.00 1.02 0.0998
H -0.34 -6.37 1.48 0.0658
H 1.15 -6.61 0.49 0.0685
H -0.37 -6.23 -0.27 0.0656
H 2.59 -3.91 1.22 0.0575
H 1.99 -5.31 2.18 0.0623
H 1.46 -3.66 2.54 0.0516
H 2.26 -0.69 1.21 0.1419
H 0.76 1.19 2.09 0.1169
H -0.60 0.01 2.00 0.1244
H 2.36 1.14 3.77 0.1096
H 3.16 0.22 5.95 0.0921
H 2.16 -1.87 6.83 0.0920
H 0.35 -3.00 5.60 0.1041
H -0.57 -2.38 2.19 0.0497
H -1.68 -1.69 3.36 0.0870
H -0.98 -3.26 3.69 0.0797
C -1.29 1.69 6.05 -0.0574
C -1.35 2.85 5.08 -0.2038
O -2.47 2.74 4.19 0.0426
C -3.65 3.07 4.70 -0.6131
O -3.85 3.49 5.82 0.1174
O -4.58 2.89 3.76 0.0060
C -5.91 3.15 4.19 -0.0472
H -1.30 0.74 5.52 0.0766
H -0.37 1.74 6.65 0.0812
H -2.14 1.71 6.74 0.0734
H -0.47 2.84 4.44 0.1183
H -1.37 3.81 5.59 0.1218
H -5.99 4.14 4.63 0.0930
H -6.23 2.40 4.91 0.0972
H -6.54 3.09 3.31 0.0917
C 1.21 2.53 -5.96 -0.0546
C 0.95 3.75 -6.82 -0.2104
O 0.49 3.39 -8.14 0.0351
C -0.78 3.03 -8.22 -0.6140
O -1.58 3.01 -7.33 0.1266
O -1.03 2.70 -9.50 -0.0002
C -2.36 2.22 -9.72 -0.0480
H 1.90 1.85 -6.47 0.0827
H 1.64 2.81 -5.01 0.0841
H 0.29 1.97 -5.77 0.0779
H 1.87 4.30 -6.97 0.1188
H 0.23 4.42 -6.35 0.1213
H -3.10 2.93 -9.34 0.0932
H -2.49 1.25 -9.25 0.0993
H -2.48 2.12 -10.79 0.0894